Formula: C2H2LiO2Sc
Source: the OMol25 dataset
Level of theory: ωB97M-V/def2-TZVPD

```
8
Properties=species:S:1:pos:R:3:forces:R:3
C -0.058 -1.194 0.600 -11.2 7.1 6.6
C 1.225 -0.465 0.483 4.2 0.2 -2.8
O 1.756 0.038 1.616 -1.3 -0.9 0.4
O -1.053 -0.607 1.182 7.5 -6.9 -5.1
H 0.759 0.270 -0.293 0.6 -0.5 1.0
Sc 1.884 0.028 3.969 8.2 5.9 6.3
Li 0.931 -0.644 3.060 -8.1 -5.6 -7.0
H 1.881 -1.120 -0.142 0.1 0.7 0.6
```
Positions in Å, forces in eV/Å.

Computed properties:
- electronic energy (eV) = -27077.5670
- orbital gap (alpha / beta) (Ha) = 0.203 / 0.201
- energy above the lowest of the compared OMol25 structures with the same formula, charge and spin (kJ/mol) = 1176.53
- total charge = +2
- LUMO energy (alpha / beta) (Eh) = -0.4517 / -0.4512
- HOMO (alpha / beta) (eV) = -17.8270 / -17.7543